Below is a 2-piece molecular cluster, C4H3N2OS overall, with properties calculated with the ωB97M-V functional and the def2-TZVPD basis.

HOMO-LUMO gap (spin up / spin down) in Ha: 0.1287 / 0.2610
Total energy in hartree: -737.0585
Charge: -1
Largest force on an atom in Eh/bohr: 0.1000
2S+1: 3

Each atom is followed by the atoms it is bonded to, with distances in Å.
Geometry (Å):
1 C 1.547 -0.233 -0.155  N5 1.294, O7 1.338, H9 1.090
2 C 0.118 1.220 0.385  C3 1.385, N5 1.402, H10 1.095
3 C 1.337 1.869 0.278  C2 1.385, O7 1.412, S8 1.695
4 C -3.343 -0.314 -0.997  N6 1.180
5 N 0.277 -0.137 0.072  C1 1.294, C2 1.402
6 N -2.445 -0.713 -0.344  C4 1.180, H11 1.007
7 O 2.293 0.865 0.009  C1 1.338, C3 1.412
8 S 1.750 3.464 0.679  C3 1.695
9 H 2.060 -1.153 -0.437  C1 1.090
10 H -0.889 1.621 0.537  C2 1.095
11 H -1.524 -1.041 -0.103  N6 1.007